No. 1
Molecular formula: C30H33Cl3CoN11O3S2
Method: DFT, the ωB97M-V functional and the def2-TZVPD basis

Summary:
molecular weight: 825.09 g/mol
relative energy (zero: lowest compared OMol25 entry of this formula, charge and spin): 5.4 kcal per mole
orbital gap (alpha / beta): 0.19418 / 0.20013 Eh
HOMO level (alpha / beta): -12.237 / -12.239 eV
net charge: +2

Last column: Löwdin charge in e.
Atoms and positions in Å:
Co 0.338 -1.781 1.050  0.628
N -5.068 2.465 5.537  0.143
C -4.385 1.978 4.476  -0.297
C -5.065 1.355 3.414  -0.007
C -4.374 0.866 2.332  -0.053
C -2.987 1.003 2.282  -0.333
C -2.294 1.622 3.325  -0.055
C -2.983 2.098 4.413  -0.014
S -2.124 0.439 0.909  0.642
O -3.017 -0.075 -0.083  -0.265
O -1.085 1.356 0.558  -0.275
N -1.254 -0.932 1.448  -0.109
C -1.929 -2.089 1.835  -0.431
N -1.021 -3.073 1.786  0.051
C -1.408 -4.311 2.078  -0.062
C -2.718 -4.547 2.443  -0.011
C -3.576 -3.449 2.477  -0.048
N -3.192 -2.209 2.171  0.192
H -6.067 2.388 5.588  0.111
H -4.595 2.902 6.306  0.110
H -6.143 1.269 3.452  0.121
H -4.891 0.387 1.513  0.119
H -1.221 1.747 3.261  0.113
H -2.455 2.590 5.220  0.118
H -0.664 -5.097 2.031  0.127
H -3.060 -5.539 2.692  0.118
H -4.615 -3.568 2.760  0.131
C 4.479 -1.784 2.968  0.003
N 4.186 -2.725 1.886  -0.110
C 5.319 -3.449 1.300  -0.003
C 2.924 -2.945 1.532  -0.362
N 1.874 -2.386 2.083  0.111
N 2.725 -3.923 0.548  0.171
C 1.662 -3.971 -0.314  -0.442
N 1.599 -5.060 -1.098  0.205
N 0.802 -3.001 -0.367  0.102
H 5.538 -1.548 2.941  0.102
H 4.245 -2.211 3.945  0.114
H 3.927 -0.856 2.822  0.087
H 5.143 -3.651 0.247  0.094
H 5.518 -4.379 1.835  0.110
H 6.199 -2.818 1.373  0.101
H 2.133 -1.721 2.801  0.070
H 3.331 -4.727 0.585  0.152
H 2.341 -5.737 -1.136  0.128
H 0.880 -5.139 -1.797  0.132
H 0.073 -3.142 -1.056  0.117
Cl -4.617 3.967 -0.986  0.706
C -3.013 3.600 -1.524  -0.655
C -2.772 2.429 -2.217  -0.099
C -1.474 2.145 -2.601  -0.038
C -0.411 2.999 -2.325  -0.187
C 0.960 2.593 -2.810  -0.307
C 2.042 2.504 -1.725  -0.045
N 1.743 1.566 -0.634  -0.016
C 1.939 1.848 0.694  -0.010
C 1.628 0.723 1.382  -0.112
N 1.272 -0.257 0.477  -0.054
C 1.332 0.301 -0.726  -0.091
O 1.413 3.516 -3.775  -0.112
C 2.159 2.958 -4.854  -0.137
C 1.418 1.876 -5.587  -0.340
C 0.158 1.996 -6.096  -0.973
Cl -0.843 3.383 -6.056  0.719
S -0.393 0.562 -6.852  1.022
C 1.075 -0.238 -6.499  -0.412
C 1.940 0.569 -5.827  -0.153
C -0.702 4.188 -1.660  -0.553
Cl 0.524 5.375 -1.311  0.762
C -1.989 4.492 -1.251  -0.116
H -3.580 1.749 -2.438  0.115
H -1.280 1.232 -3.153  0.124
H 0.835 1.608 -3.277  0.130
H 2.167 3.479 -1.267  0.084
H 2.991 2.219 -2.181  0.140
H 2.240 2.825 1.027  0.144
H 1.617 0.567 2.447  0.115
H 1.110 -0.194 -1.657  0.153
H 3.120 2.562 -4.506  0.124
H 2.369 3.804 -5.508  0.143
H 1.232 -1.252 -6.830  0.067
H 2.936 0.266 -5.532  0.110
H -2.190 5.419 -0.735  0.111

Cartesian forces (eV/Å) of the 2 atoms listed first:
-0.629 -0.885 0.754
0.011 -0.052 -0.005


No. 2
Molecular formula: C30H33ClF3N2O6
Method: DFT, the ωB97M-V functional and the def2-TZVPD basis

Summary:
molecular weight: 610.05 g/mol
relative energy (zero: lowest compared OMol25 entry of this formula, charge and spin): 1074.8 kcal per mole
orbital gap: 0.27052 Eh
HOMO level: -4.611 eV
net charge: -1

Last column: Löwdin charge in e.
Atoms and positions in Å:
Cl 30.499 -32.726 -17.947  0.861
O 29.459 -33.711 -17.980  -0.319
O 30.682 -32.045 -19.164  -0.432
O 30.225 -31.730 -16.973  -0.352
O 31.752 -33.233 -17.560  -0.393
N 32.172 -31.419 -16.026  0.067
C 31.811 -30.697 -17.095  -0.154
C 31.357 -29.361 -17.056  -0.026
C 31.262 -28.725 -15.802  -0.101
C 31.673 -29.397 -14.714  -0.089
C 32.064 -30.760 -14.865  -0.153
H 31.754 -31.303 -17.987  0.086
H 31.002 -28.897 -17.965  0.092
H 31.051 -27.667 -15.748  0.098
H 31.708 -28.913 -13.750  0.091
H 32.377 -31.245 -13.953  0.117
N 33.218 -32.756 -20.974  0.114
C 32.164 -32.816 -20.113  -0.118
C 31.185 -33.820 -20.002  -0.204
C 31.307 -34.985 -20.805  -0.023
C 32.364 -35.018 -21.754  -0.072
C 33.250 -33.869 -21.851  -0.129
H 32.060 -31.989 -19.426  0.101
H 30.304 -33.850 -19.378  0.082
H 30.601 -35.798 -20.722  0.123
H 32.586 -35.885 -22.359  0.084
H 33.920 -33.838 -22.697  0.071
C 30.516 -32.896 -15.102  -0.162
O 31.625 -33.532 -15.673  -0.134
H 29.975 -33.580 -14.449  0.088
H 30.816 -31.995 -14.567  0.060
H 29.721 -32.634 -15.801  0.071
H 31.308 -34.420 -15.853  0.100
C 33.836 -34.869 -18.271  -0.104
O 32.884 -34.363 -17.363  -0.136
H 34.776 -34.361 -18.054  0.085
H 34.032 -35.937 -18.171  0.072
H 33.674 -34.541 -19.298  0.047
H 32.010 -34.542 -17.715  0.051
F 28.464 -29.901 -23.588  0.067
C 28.919 -30.761 -22.694  -0.306
C 29.432 -31.981 -23.142  0.009
C 29.843 -32.934 -22.205  0.018
C 29.679 -32.751 -20.825  -0.253
C 29.201 -31.523 -20.423  -0.105
C 28.815 -30.537 -21.351  0.027
H 29.531 -32.006 -24.217  0.106
H 30.271 -33.890 -22.469  0.103
H 30.133 -33.495 -20.188  -0.091
H 29.082 -31.364 -19.361  -0.036
H 28.402 -29.626 -20.944  0.085
F 26.474 -35.622 -17.294  0.010
C 26.826 -34.783 -18.336  -0.240
C 25.715 -34.289 -19.030  -0.012
C 25.955 -33.433 -20.117  -0.026
C 27.338 -33.149 -20.433  0.017
C 28.406 -33.671 -19.695  -0.067
C 28.129 -34.532 -18.631  -0.100
H 24.725 -34.557 -18.691  0.110
H 25.285 -32.875 -20.754  0.099
H 27.586 -32.460 -21.227  0.106
H 29.439 -33.422 -19.885  -0.052
H 28.920 -35.116 -18.185  0.156
F 25.007 -31.429 -17.399  0.046
C 26.162 -30.980 -17.927  -0.299
C 27.289 -31.728 -17.669  0.070
C 28.544 -31.344 -18.242  -0.121
C 28.648 -30.165 -18.905  -0.138
C 27.491 -29.525 -19.339  -0.065
C 26.213 -29.815 -18.694  0.012
H 27.194 -32.660 -17.132  0.127
H 29.374 -32.001 -18.030  -0.057
H 29.591 -29.849 -19.324  0.139
H 27.401 -28.559 -19.813  0.109
H 25.286 -29.317 -18.939  0.098

Cartesian forces (eV/Å) of the 2 atoms listed first:
7.430 0.016 5.475
6.243 2.607 7.669


No. 3
Molecular formula: C30H33FN4O5RuSeSi
Method: DFT, the ωB97M-V functional and the def2-TZVPD basis

Summary:
molecular weight: 756.73 g/mol
relative energy (zero: lowest compared OMol25 entry of this formula, charge and spin): 6.0 kcal per mole
spin multiplicity: 6
orbital gap (alpha / beta): 0.20973 / 0.25705 Eh
HOMO level (alpha / beta): -8.974 / -10.262 eV
net charge: +1

Last column: Löwdin spin population.
Atoms and positions in Å:
Ru -0.033 -2.916 1.309  3.703
O -2.120 -1.587 -2.044  0.018
C -1.425 -2.142 -1.208  0.012
O -1.694 -2.326 0.032  0.153
C -0.044 -2.624 -1.674  0.012
C 0.452 -2.221 -2.936  0.002
C 1.730 -2.543 -3.263  0.004
C 2.531 -3.286 -2.359  0.002
C 3.880 -3.630 -2.623  0.002
C 4.601 -4.337 -1.709  0.000
C 4.003 -4.746 -0.491  0.002
C 2.704 -4.437 -0.216  0.008
C 1.950 -3.683 -1.144  0.012
N 0.656 -3.344 -0.837  0.084
H -0.209 -1.665 -3.585  0.001
H 2.153 -2.237 -4.213  0.000
H 4.322 -3.326 -3.565  0.000
H 5.631 -4.596 -1.913  0.000
H 4.581 -5.315 0.225  0.000
H 2.232 -4.771 0.701  0.007
F -0.373 2.530 -2.674  0.000
C -0.182 2.556 -1.339  0.000
C 0.094 1.392 -0.688  0.001
C 0.335 1.409 0.684  0.002
C 0.647 0.145 1.371  0.010
O 0.821 -0.891 0.705  0.055
C 0.725 0.205 2.789  0.003
C 0.692 1.425 3.390  0.005
N 0.477 2.601 2.762  0.005
C 0.494 3.840 3.514  0.000
C -0.793 4.591 3.711  0.000
C -0.150 3.875 4.861  0.000
C 0.273 2.613 1.388  0.001
C -0.019 3.799 0.696  0.000
C -0.252 3.785 -0.660  0.001
N -0.557 5.021 -1.314  0.000
C -1.404 5.000 -2.507  0.000
C -1.839 6.451 -2.805  0.000
N -1.518 7.281 -1.593  0.000
C -0.027 7.388 -1.418  0.000
C 0.548 5.959 -1.494  0.000
C 0.839 -1.012 3.691  0.017
O 1.323 -0.860 4.792  0.018
O 0.264 -2.083 3.241  0.159
H 0.134 0.457 -1.234  0.000
H 0.844 1.475 4.460  0.000
H 1.400 4.418 3.375  0.000
H -1.690 4.148 3.298  0.000
H -0.753 5.672 3.683  0.000
H -0.639 2.977 5.212  0.000
H 0.343 4.451 5.630  0.000
H -0.098 4.737 1.228  0.000
H -2.273 4.376 -2.309  0.000
H -0.897 4.606 -3.387  0.000
H -2.903 6.538 -3.008  0.000
H -1.285 6.892 -3.631  0.000
H -1.867 6.765 -0.781  0.000
H -1.961 8.197 -1.624  0.000
H 0.146 7.866 -0.456  0.000
H 0.344 8.034 -2.211  0.000
H 1.282 5.820 -0.706  0.000
H 1.052 5.801 -2.454  0.000
C -0.719 -7.990 0.592  0.019
Si -1.818 -6.507 0.577  0.082
C -3.470 -6.872 1.308  0.017
C -1.921 -5.715 -1.084  0.004
Se -0.848 -5.021 2.028  0.565
H -1.165 -8.795 -0.001  0.003
H -0.585 -8.354 1.612  0.001
H 0.263 -7.763 0.173  0.001
H -3.982 -7.651 0.736  0.002
H -4.102 -5.983 1.326  0.001
H -3.345 -7.227 2.333  0.001
H -2.458 -6.342 -1.802  0.001
H -0.913 -5.540 -1.466  0.000
H -2.437 -4.756 -1.007  0.000

Cartesian forces (eV/Å) of the 2 atoms listed first:
-0.625 0.153 0.181
-0.065 -0.024 0.136


- Which value of molecular weight does entry 1 give?
  825.09 g/mol


- Number 1 is which compound?
  C30H33Cl3CoN11O3S2


- Which of these has the highest relative energy (zero: lowest compared OMol25 entry of this formula, charge and spin)?
  C30H33ClF3N2O6